No. 1
This record from the Open Molecules 2025 dataset describes a 2-piece molecular cluster, C4H3F2O3P overall in a non-equilibrium geometry. The level of theory is ωB97M-V with the def2-TZVPD basis set.

Properties
Kohn-Sham gap (spin up / spin down): 5.88 / 5.10 eV
E_HOMO (spin up / spin down): 1.01 / 1.79 eV
energy above the lowest of the compared OMol25 structures with the same formula, charge and spin: 310.4 kJ/mol

Geometry as ORCA input:
```
! wB97M-V def2-TZVPD RIJCOSX def2/J DEFGRID3
* xyz -2 1
C 1.69374 0.57254 0.56876
C 0.94046 0.33317 -0.54044
C -0.45968 0.20078 -0.30183
C 0.04944 -2.58300 -0.48737
O -1.85973 2.72183 0.32137
O -1.47100 0.63982 -1.33145
O -3.00751 0.46001 0.70190
F 1.39411 -2.41102 -0.10828
F -0.51647 -2.90161 0.73439
P -1.84410 1.19266 0.16416
H 2.68765 0.77155 0.43906
H 1.25645 0.68988 1.47288
H 1.13663 0.31341 -1.63313
*
```

***

No. 2
This record from the Open Molecules 2025 dataset describes one molecule with the formula C4H3F3N2O in a non-equilibrium geometry. The level of theory is ωB97M-V with the def2-TZVPD basis set.

Properties
Kohn-Sham gap (spin up / spin down): 8.70 / 8.69 eV
E_HOMO (spin up / spin down): -8.96 / -8.96 eV
energy above the lowest of the compared OMol25 structures with the same formula, charge and spin: 49.0 kJ/mol

Geometry as ORCA input:
```
! wB97M-V def2-TZVPD RIJCOSX def2/J DEFGRID3
* xyz 0 1
C 0.08535 0.35969 -0.23510
C -0.68447 -0.33396 0.82628
C 1.55988 0.11188 0.29913
C -0.58201 0.02413 -1.63342
N 0.14167 -0.46564 1.83314
N 1.37432 -0.05585 1.65647
O 2.55373 0.23737 -0.33166
F -0.44389 -1.23567 -1.98986
F -1.90637 0.27136 -1.45915
F -0.13458 0.93051 -2.60821
H -0.04804 1.52479 0.03643
H -1.78179 -0.69682 0.81910
H -0.13381 -0.67180 2.78684
*
```

***

No. 3
This record from the Open Molecules 2025 dataset describes a 2-piece molecular cluster, C4H3F3O overall in a non-equilibrium geometry. The level of theory is ωB97M-V with the def2-TZVPD basis set.

Properties
Kohn-Sham gap (spin up / spin down): 8.92 / 7.63 eV
E_HOMO (spin up / spin down): -8.19 / -10.91 eV
energy above the lowest of the compared OMol25 structures with the same formula, charge and spin: 6.1 kJ/mol
expectation value of S²: 2.024

Geometry as ORCA input:
```
! wB97M-V def2-TZVPD RIJCOSX def2/J DEFGRID3
* xyz 0 3
C -0.74709 0.31203 -2.79826
C -0.40272 -0.38861 -1.89020
C -0.03406 -0.79801 0.82203
C 0.90735 0.34562 0.97498
O -1.25710 -0.76601 1.33837
F 1.88933 0.34265 0.07950
F 1.52212 0.33471 2.19147
F 0.26897 1.52626 0.91291
H -0.95017 0.72727 -3.75029
H 0.36771 -1.77592 0.61949
H -1.56435 0.14000 1.50001
*
```

***

No. 4
This record from the Open Molecules 2025 dataset describes one molecule with the formula C4H3F3O2 in a non-equilibrium geometry. The level of theory is ωB97M-V with the def2-TZVPD basis set.

Properties
Kohn-Sham gap: 8.25 eV
E_HOMO: -9.08 eV
structure (SMILES): O=C/C(F)=C(\O)C(F)F
energy above the lowest of the compared OMol25 structures with the same formula, charge and spin: 176.5 kJ/mol

Geometry as ORCA input:
```
! wB97M-V def2-TZVPD RIJCOSX def2/J DEFGRID3
* xyz 0 1
C 0.79032 -1.97495 1.05969
C 0.75603 -0.62853 0.48228
C -0.39242 0.16839 -0.30772
C -0.20870 1.61134 -0.65550
O 1.77453 -2.46061 1.45998
O -1.54611 -0.44848 -0.42336
F 1.91042 0.01028 0.81276
F -0.00933 1.78486 -2.01005
F -1.41923 2.19902 -0.44792
H -0.08463 -2.58026 1.00497
H 0.50639 2.17677 -0.07613
H -2.07729 0.14215 -0.89900
*
```

***

No. 5
This record from the Open Molecules 2025 dataset describes one molecule with the formula C4H3F3O3S in a non-equilibrium geometry. The level of theory is ωB97M-V with the def2-TZVPD basis set.

Properties
Kohn-Sham gap: 11.48 eV
E_HOMO: -11.27 eV
structure (SMILES): O=S1(=O)C=C[C@@H](C(F)(F)F)O1
energy above the lowest of the compared OMol25 structures with the same formula, charge and spin: 0.0 kJ/mol

Geometry as ORCA input:
```
! wB97M-V def2-TZVPD RIJCOSX def2/J DEFGRID3
* xyz 0 1
C -0.83401 -0.63859 -0.56552
C -1.61949 0.30072 -0.04362
C 0.46098 -0.80011 0.08906
C 1.64118 -0.36226 -0.81354
O -1.67545 0.87015 2.52546
O -0.52356 2.50619 0.96880
O 0.41363 0.19949 1.41863
F 1.92596 -1.25306 -1.86012
F 1.42518 0.83362 -1.36240
F 2.80901 -0.28455 -0.26272
S -0.88828 1.16097 1.35969
H -1.00278 -1.11109 -1.48719
H -2.61583 0.38169 -0.44612
H 0.48346 -1.80318 0.47961
*
```

***

No. 6
This record from the Open Molecules 2025 dataset describes an isolated ion of composition C4H3F5N3 and charge +1. The level of theory is ωB97M-V with the def2-TZVPD basis set.

Properties
Kohn-Sham gap: 12.35 eV
E_HOMO: -16.77 eV
structure (SMILES): FC(F)(F)C(F)(F)n1cn[nH+]c1

Geometry as ORCA input:
```
! wB97M-V def2-TZVPD RIJCOSX def2/J DEFGRID3
* xyz 1 1
F 3.15194 0.45018 0.50177
C 2.10303 0.08616 -0.20702
F 1.70762 1.11537 -0.97813
F 2.39650 -0.94319 -0.99079
C 0.91551 -0.31858 0.75586
F 1.01420 0.33156 1.90440
F 0.91500 -1.63060 0.96855
N -0.40466 -0.00235 0.18117
C -0.94550 1.24162 -0.05851
N -2.15853 1.13951 -0.50334
N -2.37947 -0.19795 -0.56156
C -1.35106 -0.90141 -0.15296
H -0.41994 2.16875 0.12718
H -3.26837 -0.55842 -0.88914
H -1.27627 -1.98064 -0.09748
*
```